No. 1
Below is the ion C5H14N4O2P with charge +1 in a non-equilibrium geometry, with properties calculated with ωB97M-V/def2-TZVPD.

The calculation puts the calculated total energy at -24745.198 eV. Its total charge is +1. As for the multiplicity: 3. The energy relative to the best compared isomer or geometry (same formula, charge and spin) is 9.85 kJ/mol. The value obtained for the LUMO energy (spin up / spin down) is -0.095 / -0.198 Eh.

The geometry in XYZ format:
```
26
Properties=species:S:1:pos:R:3:forces:R:3
P -0.828192 -1.260643 -0.155274 0.1 0.7 0.2
O 1.911895 -1.884842 1.176232 -0.8 -2.7 1.1
O -0.434024 -2.387905 -1.174094 1.0 -1.0 -3.0
N 2.830320 -0.208988 0.201628 1.3 4.4 -2.4
N -1.500588 0.155051 1.392338 1.7 -1.1 2.4
N 0.553561 -0.395505 -0.040554 2.1 -1.8 1.4
N -1.768240 -0.364030 -1.139691 -0.7 -0.2 -0.2
C 1.742912 -0.877778 0.387927 -3.9 0.9 -0.4
C 3.612677 1.884895 -0.718916 6.5 4.1 -0.5
C -2.704340 0.649772 0.880256 -4.7 2.3 1.0
C 2.631082 1.029630 -0.518180 -7.7 -7.5 2.1
C -2.434953 0.793563 -0.590727 0.3 1.2 -0.8
H -0.105345 -2.017695 -2.059962 -0.4 -0.9 1.9
H -1.475761 -2.279616 0.683979 0.8 1.2 -0.2
H 3.336533 2.716120 -1.239756 0.0 2.3 -1.3
H -3.289002 0.835722 -1.184092 -2.0 0.7 -0.5
H 1.063902 -2.363631 1.153559 0.7 -0.4 0.5
H 3.709435 -0.518495 0.627887 -0.5 0.3 -0.4
H 1.521247 1.221766 -0.753953 2.3 -0.4 0.6
H -0.863942 0.955191 1.483011 0.2 -0.5 -0.5
H 4.608905 1.703642 -0.418387 0.8 0.1 0.2
H -1.919191 1.765471 -0.727865 0.3 -0.6 -0.2
H -2.040419 -0.704752 -2.098269 0.3 0.5 1.9
H -3.677182 0.023616 1.072597 2.2 0.7 -0.2
H -1.518891 -0.194653 2.382448 -0.4 0.0 -1.3
H -2.962389 1.724091 1.377860 0.4 -2.4 -1.3
```
Positions in Å, forces in eV/Å.


No. 2
Below is a cluster of 2 separate species, C5H14N6O in total in a non-equilibrium geometry, with properties calculated with ωB97M-V/def2-TZVPD.

The calculation puts the calculated total energy at -16376.588 eV. Its total charge is +2. As for the multiplicity: 1. The energy relative to the best compared isomer or geometry (same formula, charge and spin) is 498.64 kJ/mol. The value obtained for the LUMO energy (spin up / spin down) is -0.362 / -0.340 Eh.

The geometry in XYZ format:
```
26
Properties=species:S:1:pos:R:3:forces:R:3
O -3.238723 -0.447993 0.169341 -0.1 0.0 -0.2
N -2.109225 1.652376 -0.748518 0.3 -1.1 2.1
N -1.873200 -2.261576 0.175704 1.9 -1.1 -0.2
N -0.746785 1.439223 1.333576 1.6 1.8 -0.2
N 4.057307 -0.462003 0.199848 7.5 -1.8 -1.6
N -0.849959 -0.318337 -0.135722 -2.2 -2.7 0.1
N 2.866533 -0.001656 0.314138 -3.8 1.0 0.3
C 0.106583 -1.167986 -0.003558 2.8 0.9 -0.5
C -2.177228 -1.013416 0.070183 -0.6 1.9 0.1
C -0.730097 1.067133 0.013586 -1.4 0.8 -1.0
C -0.433129 -2.480742 0.172509 -0.4 -1.8 1.2
C 0.448263 1.599775 -0.789857 -1.9 -2.2 -0.2
H 4.766245 0.391381 0.138509 -1.2 -1.3 -0.2
H -2.161218 1.443781 -1.691866 0.6 0.0 -2.9
H -1.022324 0.871610 2.146483 0.3 0.4 -0.9
H 4.414098 -1.164554 -0.683379 -1.5 1.9 2.1
H 0.131292 1.784066 -1.789083 0.0 0.3 -0.8
H -0.081512 -2.893903 1.163086 -0.3 0.6 -0.6
H 0.707684 2.447487 -0.293307 1.4 2.7 0.8
H -0.049987 -3.249309 -0.507752 -0.3 0.3 -0.4
H -2.263017 2.614942 -0.574537 0.2 1.4 0.2
H -2.954811 1.145605 -0.448604 0.1 -0.2 1.0
H 4.492235 -0.925001 1.060115 -0.9 0.1 -0.5
H 1.180516 0.813807 -0.776966 0.4 0.1 0.0
H 0.081021 2.061446 1.342942 -1.1 -0.5 1.9
H -2.560564 -2.946145 0.143134 -1.4 -1.5 0.2
```
Positions in Å, forces in eV/Å.


No. 3
Below is a cluster of 2 separate species, C5H14NO in total in a non-equilibrium geometry, with properties calculated with ωB97M-V/def2-TZVPD.

The calculation puts the calculated total energy at -8940.378 eV. Its total charge is +1. As for the multiplicity: 1. The energy relative to the best compared isomer or geometry (same formula, charge and spin) is 350.20 kJ/mol. The value obtained for the LUMO energy is -0.191 Eh.

The geometry in XYZ format:
```
21
Properties=species:S:1:pos:R:3:forces:R:3
O -2.051770 -2.329468 1.514956 1.1 0.3 -0.2
N 0.010055 1.835870 0.737210 -0.2 1.7 1.4
C 1.381692 -0.026431 -0.111443 -1.0 -1.8 -0.8
C 0.311216 -1.823409 -1.498204 -3.7 -1.2 0.9
C 1.411586 1.451774 0.012445 -2.0 1.8 -0.9
C 0.060730 -0.465568 -0.840569 -1.4 -0.1 1.1
C -1.089183 2.446382 0.374212 0.1 1.3 1.0
H -1.977350 2.551628 1.160173 2.2 -0.3 -1.7
H 1.259916 -1.839732 -1.939296 1.1 0.0 -1.4
H -2.825891 -2.297568 2.063033 -0.6 -0.1 0.4
H 1.466695 1.986880 -1.084829 -0.1 -1.1 3.1
H 2.224816 -0.345108 -0.746553 -0.2 0.4 0.1
H -1.302422 -2.240224 2.126907 -0.4 -0.2 -0.2
H 0.133512 1.782553 1.828133 -0.7 -0.8 -2.7
H 1.508199 -0.675639 0.796406 -0.2 1.2 -0.3
H 0.375411 -2.620826 -0.703105 -0.3 0.7 -0.8
H -0.247584 0.253425 -1.638205 0.5 -0.2 0.5
H 2.066812 1.799630 0.801792 0.6 0.5 -0.5
H -1.199413 3.139823 -0.559908 0.3 -2.2 1.2
H -0.612840 -2.089475 -2.202612 2.4 0.4 1.3
H -0.904185 -0.494527 -0.090552 2.5 -0.2 -1.7
```
Positions in Å, forces in eV/Å.


No. 4
Below is a cluster of 2 separate species, C5H14NO in total in a non-equilibrium geometry, with properties calculated with ωB97M-V/def2-TZVPD.

The calculation puts the calculated total energy at -8942.402 eV. Its total charge is +1. As for the multiplicity: 1. The energy relative to the best compared isomer or geometry (same formula, charge and spin) is 154.93 kJ/mol. The value obtained for the LUMO energy is -0.113 Eh.

The geometry in XYZ format:
```
21
Properties=species:S:1:pos:R:3:forces:R:3
O 1.736384 -1.782460 0.075657 -0.4 -0.2 -0.8
N 0.859226 -0.107776 -1.905859 -0.9 -0.9 1.1
C -1.362833 -0.142856 1.811131 0.8 -2.6 -0.6
C -0.424953 0.527386 0.859067 0.2 3.2 -0.2
C 0.638533 1.212252 1.314621 -0.1 -0.5 1.9
C -0.920636 0.976167 -0.508051 -0.5 -1.4 0.4
C -0.613599 -0.116597 -1.525014 -0.4 0.0 -1.2
H 1.052788 0.933546 2.286659 -0.3 0.0 0.0
H 1.014425 -0.678870 -2.732388 0.1 0.3 -0.2
H 0.920798 2.239805 1.116883 0.4 -0.3 -1.4
H 1.305838 -0.623669 -1.112946 0.4 0.3 -0.2
H -2.195763 0.470906 2.121177 0.1 0.6 0.1
H 1.185395 0.848230 -2.003652 0.3 0.0 -0.2
H -1.814476 -1.057037 1.399704 -0.1 0.2 -0.2
H -0.459402 1.905917 -0.838594 -0.2 0.2 0.1
H -0.859625 -1.122483 -1.187916 0.3 0.0 0.4
H -0.785160 -0.519517 2.655525 -0.2 0.4 0.3
H 1.758707 -2.720036 0.293730 0.1 0.1 0.1
H 2.125701 -1.271102 0.776032 0.3 0.0 0.7
H -1.154554 -0.029631 -2.469330 -0.1 0.5 0.1
H -2.006800 1.057825 -0.426442 0.0 0.3 -0.4
```
Positions in Å, forces in eV/Å.


No. 5
Below is a cluster of 2 separate species, C5H14NO in total in a non-equilibrium geometry, with properties calculated with ωB97M-V/def2-TZVPD.

The calculation puts the calculated total energy at -8942.731 eV. Its total charge is +1. As for the multiplicity: 1. The energy relative to the best compared isomer or geometry (same formula, charge and spin) is 123.24 kJ/mol. The value obtained for the LUMO energy is -0.123 Eh.

The geometry in XYZ format:
```
21
Properties=species:S:1:pos:R:3:forces:R:3
O -1.333785 -3.766842 -1.451836 0.0 -0.3 0.3
N -1.281449 -1.617986 0.298260 0.0 0.2 0.0
C -1.165265 -0.167017 0.564642 -0.4 0.1 -0.3
C 0.080487 1.977146 0.344588 0.2 0.0 -1.3
C 2.637982 1.928379 0.610365 -0.2 -0.2 0.5
C 1.431310 2.489865 -0.145456 0.6 -0.3 0.9
C -0.115227 0.507563 0.139106 0.3 -0.3 0.7
H 0.709908 -0.048449 -0.309165 -0.1 0.1 -0.1
H 2.775028 0.857320 0.384061 0.3 0.4 -0.1
H -0.652949 2.479133 -0.279204 -0.4 0.1 0.1
H -1.552564 -2.138443 1.132681 0.1 0.0 0.1
H -1.840672 -4.076918 -2.210656 0.0 0.0 -0.1
H 1.397871 3.562789 0.005142 0.1 0.3 -0.3
H 1.643227 2.254758 -1.188733 -0.6 0.3 -0.2
H -2.058027 0.260580 1.008089 0.2 -0.1 0.1
H -1.085382 -4.579064 -0.983438 -0.1 0.2 -0.2
H -0.397610 -1.994862 -0.042159 0.1 -0.1 0.0
H -0.086216 2.287982 1.364675 -0.1 -0.1 0.4
H 3.504598 2.537395 0.349333 0.2 -0.5 -0.1
H -1.967191 -1.853258 -0.426251 0.0 0.0 0.0
H 2.564367 1.971199 1.705061 -0.3 0.2 -0.2
```
Positions in Å, forces in eV/Å.


No. 6
Below is a cluster of 2 separate species, C5H14NO in total in a non-equilibrium geometry, with properties calculated with ωB97M-V/def2-TZVPD.

The calculation puts the calculated total energy at -8942.355 eV. Its total charge is +1. As for the multiplicity: 1. The energy relative to the best compared isomer or geometry (same formula, charge and spin) is 159.52 kJ/mol. The value obtained for the LUMO energy is -0.176 Eh.

The geometry in XYZ format:
```
21
Properties=species:S:1:pos:R:3:forces:R:3
O 0.636525 -3.738835 2.062062 0.2 0.5 -0.1
N 0.849336 -0.426170 0.226944 -0.4 -0.3 0.9
C -1.165446 0.564312 -0.602018 -1.1 0.1 0.4
C -0.396585 1.749522 -1.163432 1.0 0.1 0.7
C 1.894355 0.077265 0.717114 0.6 0.0 0.2
C -0.546325 -0.148108 0.604310 0.3 1.1 -0.3
C -1.154676 2.544991 -2.196596 -0.7 -0.1 -0.3
H -0.510608 3.008210 -2.929196 0.3 0.3 0.0
H 0.095013 2.353013 -0.388602 -0.8 0.3 0.3
H 0.932158 -1.102657 -0.515434 0.2 -0.1 -0.5
H -2.149050 0.888086 -0.237934 0.1 0.0 -0.2
H -0.625932 0.457173 1.506900 0.7 0.4 -0.1
H -0.074796 -4.363232 1.925887 -0.2 -0.3 0.0
H -1.879932 3.272098 -1.836768 0.3 0.2 0.5
H -1.372616 -0.129680 -1.419529 0.1 -0.2 0.1
H 1.890597 0.696047 1.592626 -0.5 0.4 0.2
H -1.784562 1.868308 -2.753639 -0.1 -0.5 -0.4
H 2.863237 -0.122100 0.296716 0.2 -0.4 -0.3
H -1.015667 -1.051155 0.912473 -0.4 -1.1 -0.4
H 0.810373 -3.740092 3.007716 0.0 -0.1 0.0
H 0.505231 1.377930 -1.618059 0.4 -0.5 -0.7
```
Positions in Å, forces in eV/Å.


Question: total charge of number 3 (C5H14NO)?
Answer: +1